[1]
ORCA calculation (ωB97M-V/def2-TZVPD) on a single C10H21N3O4 molecule in a non-equilibrium geometry.

Each line ends with the natural charge from an NBO analysis.
Geometry (Å):
C (0.0550, 0.3103, 0.2617)  -0.1510
C (-0.4668, -0.5764, -0.9063)  0.6852
C (1.4329, 0.9394, 0.0360)  -0.4103
C (2.5599, -0.1418, 0.2336)  -0.4154
C (3.9938, 0.3858, -0.2170)  -0.4228
C (4.8616, -0.6643, 0.4840)  -0.2357
C (-2.7713, -0.2561, -0.0117)  -0.2097
C (-3.7956, -1.4531, 0.2869)  0.8075
C (-3.6929, 0.9396, -0.4512)  0.0889
C (-4.5702, 1.1747, 0.6627)  -0.6684
H (0.5727, -1.1298, 1.5489)  0.3589
H (0.2826, 0.3267, 2.2253)  0.3617
H (-0.7289, 1.0721, 0.2793)  0.2195
H (1.6643, 1.7344, 0.8011)  0.2094
H (1.3056, 1.3379, -1.0546)  0.2251
H (2.6340, -0.5932, 1.2342)  0.1913
H (2.2701, -1.0127, -0.2954)  0.2165
H (4.0610, 0.5048, -1.3530)  0.2238
H (4.1098, 1.4930, 0.1105)  0.1998
H (4.4858, -1.7457, 0.2063)  0.1918
H (4.7933, -0.7777, 1.6425)  0.2194
H (6.2702, -1.1021, -1.4097)  0.3835
H (6.6396, 0.3998, -0.1701)  0.3557
H (-2.1626, -1.5502, -1.5901)  0.3986
H (-2.3987, -0.1489, 1.0767)  0.2768
H (-4.2320, 0.6860, -1.3329)  0.1628
H (-2.5030, 2.2042, -1.5903)  0.4805
H (-3.9396, 1.6464, 1.3517)  0.2235
H (-5.0662, 0.2798, 1.2240)  0.2546
H (-5.1781, 2.0588, 0.2926)  0.2349
H (-3.7971, -1.7519, -1.6967)  0.4860
N (-0.0642, -0.3555, 1.5407)  -0.8177
N (6.2393, -0.6725, -0.2423)  -0.8965
N (-1.8318, -0.7026, -1.0239)  -0.6431
O (0.1371, -1.0890, -1.8588)  -0.6109
O (-4.0862, -1.9331, 1.2939)  -0.5327
O (-3.0001, 2.2306, -0.7412)  -0.7449
O (-4.0832, -2.0672, -0.8474)  -0.6966

For the LUMO energy, the calculation gives 0.36 eV. The structure (SMILES) is C[C@@H](O)[C@H](NC(=O)[C@@H](N)CCCCN)C(=O)O. The net charge is 0. Its multiplicity is 1.

[2]
ORCA calculation (ωB97M-V/def2-TZVPD) on 2 unconnected molecules or ions with the total composition C10H21NS in a non-equilibrium geometry.

Each line ends with the natural charge from an NBO analysis.
Geometry (Å):
C (1.8541, -0.5449, -2.2804)  0.0519
C (0.6723, -1.0739, -2.0109)  -0.0426
C (2.0258, 1.0305, -2.3262)  -0.6439
C (3.2566, -1.1879, -2.0368)  -0.6443
C (-0.5756, -0.1794, -2.2664)  -0.6262
C (0.4307, -2.5822, -1.9480)  -0.6470
C (-2.6995, 0.6666, 1.8299)  -0.6558
C (-0.8914, -0.3616, 3.2608)  -0.6386
C (-1.4490, 2.0336, 3.4832)  -0.6050
C (-1.3941, 0.7928, 2.4446)  -0.2148
N (-0.5453, 1.8038, -0.0495)  -0.7250
S (0.0494, 1.2155, 1.1735)  0.8638
H (1.6603, 1.4130, -1.4456)  0.2215
H (1.4362, 1.3895, -3.1922)  0.2190
H (3.1500, 1.2799, -2.3966)  0.2008
H (3.8665, -0.8106, -2.7463)  0.2038
H (3.3255, -2.3026, -2.1107)  0.2136
H (3.4930, -0.6648, -1.0991)  0.2192
H (-1.4386, -0.9786, -2.3502)  0.1958
H (-0.4799, 0.3695, -3.2612)  0.2110
H (-0.9104, 0.5052, -1.5797)  0.2273
H (-0.4959, -2.8741, -1.3675)  0.2116
H (1.2523, -2.9113, -1.3255)  0.2134
H (0.5352, -3.1026, -2.9242)  0.2213
H (-3.4966, 0.7295, 2.6792)  0.2240
H (-2.9789, 1.5563, 1.1249)  0.2469
H (-2.9250, -0.3005, 1.1742)  0.2280
H (0.0506, -0.0811, 3.6776)  0.2087
H (-0.7639, -1.3870, 2.8181)  0.2183
H (-1.5715, -0.5061, 4.1038)  0.2177
H (-1.6219, 2.8687, 2.7379)  0.2119
H (-2.2255, 2.0223, 4.2535)  0.2179
H (-0.5955, 2.1724, 3.9560)  0.1959

For the LUMO energy, the calculation gives -0.60 eV. The net charge is 0. Its multiplicity is 1.

[3]
ORCA calculation (ωB97M-V/def2-TZVPD) on a single C10H21O2P molecule in a non-equilibrium geometry.

Each line ends with the natural charge from an NBO analysis.
Geometry (Å):
C (-3.7717, 0.1239, -0.3238)  -0.7393
C (-3.6454, -1.2796, -0.8445)  0.8121
O (-4.2136, -2.1339, -0.3195)  -0.5338
O (-2.9173, -1.5354, -1.9677)  -0.5419
C (-1.4974, -1.6181, -1.7770)  -0.0625
C (-1.0347, -2.2912, -0.4857)  -0.4512
C (-0.6395, -1.2741, 0.5990)  -0.3955
C (0.8580, -0.9833, 0.5792)  -0.3938
C (1.2213, -0.0635, 1.7450)  -0.4017
C (2.6005, 0.5637, 1.6493)  -0.3926
C (2.8763, 1.3415, 0.3524)  -0.3981
C (1.6726, 2.2018, -0.0560)  -0.6837
P (2.1702, 3.6728, -1.0628)  0.2521
H (-2.9751, 0.7933, -0.6256)  0.2171
H (-3.8107, 0.0545, 0.7517)  0.2393
H (-4.7244, 0.5378, -0.6251)  0.2475
H (-1.1342, -2.2184, -2.6000)  0.1961
H (-1.0025, -0.6525, -1.8885)  0.1646
H (-0.1138, -2.8114, -0.7316)  0.2114
H (-1.7192, -3.0437, -0.1179)  0.2369
H (-1.1590, -0.3304, 0.4740)  0.1919
H (-0.8426, -1.6877, 1.5812)  0.2069
H (1.1689, -0.5717, -0.3777)  0.1893
H (1.3855, -1.9288, 0.6752)  0.1969
H (1.1809, -0.6653, 2.6490)  0.2091
H (0.4303, 0.6710, 1.8548)  0.1963
H (2.6863, 1.2959, 2.4500)  0.2013
H (3.3929, -0.1519, 1.8350)  0.2075
H (3.6806, 2.0402, 0.5783)  0.2035
H (3.2390, 0.7124, -0.4540)  0.2050
H (1.2311, 2.5877, 0.8521)  0.2215
H (0.9508, 1.5667, -0.5592)  0.2167
H (3.3085, 3.2539, -1.7868)  -0.0156
H (1.1474, 3.8237, -2.0227)  -0.0132

For the LUMO energy, the calculation gives 0.73 eV. The structure (SMILES) is CC(=O)OCCCCCCCCP. The net charge is 0. Its multiplicity is 1.

[4]
ORCA calculation (ωB97M-V/def2-TZVPD) on a molecular structure, C10H22ClIO3PPt in a non-equilibrium geometry.

Each line ends with the natural charge from an NBO analysis.
Geometry (Å):
C (5.5723, 2.3408, -2.8022)  -0.7245
C (4.6304, 1.7239, -1.8002)  0.5023
H (6.5746, 2.3511, -2.3394)  0.3195
H (5.2770, 3.3723, -3.0462)  0.3249
H (5.6043, 1.7573, -3.7310)  0.3016
O (4.8038, 1.5351, -0.6191)  -0.1797
I (2.7625, 1.0880, -2.7713)  0.6310
Pt (1.4080, 0.7665, -0.5103)  0.4644
P (0.2715, 2.4621, 0.5577)  1.0739
C (0.0686, 2.2696, 2.3394)  -0.9743
C (1.0977, 4.0347, 0.2499)  -0.9693
H (-1.3854, 2.8462, -1.1355)  0.2751
H (-1.9630, 3.4366, 0.4768)  0.2903
H (-1.9475, 1.6766, 0.0886)  0.2360
C (-1.4303, 2.6364, -0.0598)  -0.9560
H (1.1568, 4.2141, -0.8290)  0.2643
H (0.5339, 4.8508, 0.7187)  0.2886
H (-0.2913, 3.2050, 2.7806)  0.2984
H (1.0115, 1.9863, 2.8112)  0.2718
H (2.1125, 4.0132, 0.6606)  0.2695
H (-0.6639, 1.4798, 2.5340)  0.2582
C (1.9477, 0.1175, 1.1121)  0.4177
O (2.2223, -0.3761, 2.1329)  -0.3175
Cl (-0.1959, 0.7487, -2.3500)  -0.3597
C (-4.4717, -0.3077, 0.5605)  -0.6188
C (-3.1347, -0.8960, 0.9829)  -0.1188
O (-2.0757, -0.6639, 0.0439)  -0.0944
C (-2.1585, -1.4491, -1.1538)  -0.1196
C (-1.0083, -2.4231, -1.2208)  -0.6144
H (-4.3590, 0.7099, 0.1762)  0.2401
H (-5.1417, -0.2831, 1.4235)  0.2933
H (-4.9286, -0.9428, -0.2063)  0.2478
H (-2.7989, -0.4464, 1.9269)  0.2350
H (-3.2381, -1.9828, 1.1334)  0.2720
H (-3.1315, -1.9691, -1.2399)  0.2442
H (-2.0181, -0.7290, -1.9701)  0.2733
H (-1.0430, -3.1512, -0.4101)  0.2560
H (-1.0695, -2.9688, -2.1607)  0.2852
H (-0.0435, -1.9051, -1.1909)  0.2124

For the LUMO energy (alpha / beta), the calculation gives -10.73 / -15.18 eV. The net charge is +3. Its multiplicity is 5.

Calculated ΔE to the lowest compared entry with this formula, charge and spin in order - 121.1; 48.5; 45.4; 12.8 kcal/mol
Calculated DFT total energy in order - -858.71803; -846.37632; -885.41027; -1837.22523 hartree